DFT (wB97M-V/def2-TZVPD) results for a gas-phase ion, C23H24F4N3 (charge +1) in a non-equilibrium geometry.

CARTESIAN COORDINATES (ANGSTROEM)
1 C -0.812 2.878 2.519
2 N -0.286 2.802 1.196
3 C 0.939 3.569 1.044
4 C 1.696 3.062 -0.148
5 C 0.815 3.151 -1.356
6 N -0.511 2.585 -1.077
7 C -1.237 2.432 -2.319
8 C -2.686 2.223 -2.041
9 C -2.863 1.249 -0.932
10 N -2.238 1.659 0.293
11 C -1.037 2.341 0.156
12 H -1.659 2.233 2.573
13 H -0.064 2.502 3.214
14 H -1.098 3.893 2.795
15 H 0.710 4.644 0.925
16 H 1.513 3.429 1.965
17 H 2.578 3.687 -0.314
18 H 2.027 2.028 0.006
19 H 0.688 4.208 -1.664
20 H 1.247 2.601 -2.212
21 H -1.125 3.331 -2.943
22 H -0.810 1.592 -2.893
23 H -3.171 3.179 -1.804
24 H -3.195 1.794 -2.900
25 H -3.926 1.161 -0.719
26 H -2.478 0.243 -1.156
27 F -1.720 -4.164 5.741
28 C -1.369 -2.834 5.749
29 C -0.416 -2.419 6.680
30 C -0.117 -1.061 6.674
31 F 0.833 -0.605 7.560
32 C -0.691 -0.151 5.794
33 C -1.609 -0.616 4.809
34 C -2.182 0.334 3.856
35 C -2.664 0.043 2.608
36 C -3.225 1.002 1.584
37 C -4.676 0.417 1.169
38 C -5.814 1.240 1.163
39 C -7.030 0.750 0.696
40 F -8.112 1.599 0.645
41 C -7.208 -0.561 0.270
42 C -6.094 -1.377 0.357
43 F -6.210 -2.686 -0.060
44 C -4.850 -0.937 0.820
45 C -1.961 -1.985 4.819
46 H 0.056 -3.113 7.374
47 H -0.419 0.904 5.837
48 H -2.221 1.379 4.193
49 H -2.815 -1.016 2.364
50 H -3.482 1.976 2.010
51 H -5.756 2.269 1.524
52 H -8.161 -0.920 -0.109
53 H -4.040 -1.655 0.910
54 H -2.698 -2.374 4.108

Maximum force, eV/A: 1.99
SMILES string: CN1CCCN2CCC[N+]([C@H](/C=C/c3cc(F)cc(F)c3)c3cc(F)cc(F)c3)=C12
Multiplicity: 1
LUMO, Eh: -0.123
HOMO level, eV: -11.66
Total charge: +1